# 1
An isolated molecule of C23H23N3O7S, computed with the ωB97M-V functional and the def2-TZVPD basis.

Each line ends with the natural charge from an NBO analysis.
Element x y z (Å)
O 2.11 -0.13 -3.39  -0.651
C 1.31 0.23 -2.54  0.680
C 1.03 1.73 -2.36  -0.315
N 0.43 2.17 -1.12  -0.438
C 1.35 2.38 -0.02  -0.220
C 2.01 1.11 0.46  -0.050
C 3.24 0.72 -0.05  -0.210
C 3.89 -0.43 0.40  -0.244
C 3.25 -1.17 1.36  0.232
C 2.01 -0.80 1.86  0.305
C 1.37 0.34 1.43  -0.281
O 1.61 -1.69 2.82  -0.485
C 2.63 -2.66 2.88  0.238
O 3.67 -2.31 2.00  -0.479
C -0.88 2.44 -1.12  0.692
O -1.59 2.25 -2.10  -0.640
C -1.49 3.11 0.11  -0.333
N -1.45 2.24 1.27  -0.855
S -2.17 0.74 1.10  2.308
O -2.13 0.16 2.41  -0.928
O -1.50 0.07 0.02  -0.956
C -3.87 1.06 0.64  -0.280
C -4.21 1.22 -0.68  -0.218
C -5.53 1.50 -1.00  -0.196
C -6.48 1.62 0.00  -0.184
C -6.12 1.46 1.33  -0.216
C -4.80 1.18 1.66  -0.205
N 0.60 -0.60 -1.77  -0.621
C 0.62 -2.03 -1.99  -0.266
C 1.87 -2.70 -1.49  0.260
C 3.16 -2.62 -1.92  -0.299
C 3.89 -3.54 -1.13  -0.317
C 2.99 -4.11 -0.29  0.085
O 1.76 -3.61 -0.49  -0.411
H 1.97 2.26 -2.53  0.217
H 0.33 1.99 -3.17  0.265
H 0.81 2.82 0.82  0.222
H 2.12 3.08 -0.35  0.200
H 3.72 1.32 -0.80  0.214
H 4.85 -0.73 0.01  0.232
H 0.40 0.62 1.83  0.231
H 2.22 -3.64 2.60  0.154
H 3.02 -2.72 3.91  0.158
H -0.95 4.04 0.34  0.229
H -2.52 3.38 -0.16  0.221
H -1.78 2.68 2.12  0.408
H -3.46 1.12 -1.45  0.271
H -5.82 1.62 -2.04  0.224
H -7.51 1.83 -0.25  0.220
H -6.86 1.54 2.11  0.222
H -4.48 1.03 2.68  0.239
H -0.07 -0.24 -1.10  0.441
H -0.24 -2.46 -1.48  0.228
H 0.54 -2.21 -3.07  0.225
H 3.52 -1.99 -2.70  0.253
H 4.94 -3.75 -1.18  0.225
H 3.10 -4.86 0.47  0.197

highest occupied orbital energy: -7.861 eV
E_tot: -53861.7567 eV
structure (SMILES): O=C(CN(Cc1ccc2c(c1)OCO2)C(=O)CNS(=O)(=O)c1ccccc1)NCc1ccco1
charge: 0



# 2
A cluster of 13 separate species, C46H62Cl6F30O20 in total, computed with the ωB97M-V functional and the def2-TZVPD basis.

Each line ends with the Löwdin charge.
Element x y z (Å)
C 4.19 5.08 -2.59  -0.038
C 3.14 6.08 -2.11  -0.260
O 2.42 6.45 -3.21  0.001
C 1.03 6.24 -3.23  -0.249
O 0.37 5.72 -2.33  0.119
C 0.31 6.61 -4.59  -0.531
F -0.54 5.61 -4.93  0.145
F -0.40 7.69 -4.31  0.182
F 1.04 6.78 -5.70  0.164
H 4.79 4.59 -1.82  0.078
H 4.74 5.55 -3.40  0.088
H 3.58 4.25 -2.97  0.055
H 3.45 6.97 -1.58  0.137
H 2.49 5.49 -1.45  0.103
C -4.29 -2.98 1.25  -0.047
C -4.83 -3.23 2.66  -0.201
O -4.42 -2.31 3.64  0.026
C -4.82 -2.43 4.92  -0.333
O -5.67 -3.20 5.31  0.155
C -3.97 -1.53 5.90  -0.497
F -4.85 -0.83 6.67  0.143
F -3.24 -2.26 6.81  0.137
F -3.15 -0.71 5.28  0.174
H -4.70 -2.09 0.77  0.078
H -4.31 -3.82 0.56  0.079
H -3.24 -2.69 1.24  0.055
H -4.54 -4.24 2.95  0.133
H -5.91 -3.21 2.55  0.128
C -0.34 -7.49 4.44  -0.049
C -1.15 -6.62 5.44  -0.182
O -1.13 -5.21 5.21  0.001
C 0.06 -4.52 5.18  -0.284
O 1.20 -4.99 5.39  0.129
C -0.14 -3.10 4.63  -0.582
F 0.92 -2.61 3.99  0.152
F -1.10 -2.94 3.71  0.150
F -0.43 -2.33 5.64  0.200
H 0.74 -7.30 4.39  0.070
H -0.72 -7.28 3.44  0.053
H -0.54 -8.53 4.71  0.083
H -0.78 -6.75 6.46  0.125
H -2.16 -7.01 5.33  0.124
C -1.32 8.73 4.55  -0.048
C -1.12 7.18 4.93  -0.147
O -0.41 6.57 3.83  0.028
C -0.12 5.30 3.82  -0.348
O -0.32 4.54 4.78  0.118
C 0.64 4.79 2.56  -0.520
F 0.05 3.77 1.92  0.155
F 0.91 5.81 1.73  0.158
F 1.81 4.36 3.02  0.153
H -1.94 8.88 3.66  0.069
H -0.37 9.21 4.34  0.068
H -1.77 9.30 5.36  0.069
H -2.10 6.76 5.14  0.123
H -0.49 7.10 5.82  0.124
C 0.09 1.09 4.54  -0.047
C 0.53 1.02 6.00  -0.164
O 1.58 2.01 6.17  0.009
C 2.37 1.97 7.27  -0.348
O 2.29 1.17 8.20  0.132
C 3.41 3.10 7.32  -0.472
F 3.85 3.21 6.04  0.136
F 2.73 4.27 7.55  0.134
F 4.40 2.96 8.25  0.157
H -0.51 1.97 4.32  0.073
H -0.58 0.25 4.31  0.053
H 0.93 0.90 3.87  0.075
H 0.91 0.02 6.21  0.110
H -0.16 1.15 6.84  0.133
C 0.95 2.82 -1.67  -0.047
C 1.49 1.45 -1.46  -0.195
O 0.56 0.63 -0.71  -0.017
C 0.61 0.55 0.67  -0.375
O 1.18 1.31 1.41  0.130
C -0.37 -0.42 1.19  -0.515
F -1.23 0.26 1.97  0.117
F -1.14 -0.99 0.25  0.150
F 0.30 -1.33 1.97  0.124
H 1.36 3.41 -2.49  0.064
H 1.15 3.43 -0.78  0.085
H -0.09 2.72 -1.97  0.069
H 2.44 1.57 -0.93  0.118
H 1.52 0.82 -2.35  0.120
C 0.43 -4.87 0.62  -0.025
C -1.11 -4.84 0.95  -0.193
O -1.90 -5.63 0.04  -0.009
C -2.11 -7.01 0.10  -0.256
O -1.68 -7.77 0.96  0.126
C -3.04 -7.71 -1.04  -0.591
F -4.24 -7.95 -0.49  0.161
F -3.16 -7.11 -2.20  0.174
F -2.50 -8.82 -1.37  0.202
H 0.63 -5.84 0.17  0.083
H 1.04 -4.72 1.51  0.081
H 0.58 -4.03 -0.06  0.037
H -1.28 -3.77 0.98  0.084
H -1.30 -5.15 1.98  0.104
C -0.73 -1.41 -5.63  -0.040
C 0.52 -0.48 -5.93  -0.192
O 1.34 -1.10 -6.91  -0.023
C 1.10 -1.18 -8.29  -0.309
O 0.13 -0.80 -8.90  0.170
C 2.30 -1.75 -9.03  -0.588
F 3.31 -2.02 -8.22  0.170
F 1.98 -2.79 -9.86  0.156
F 2.88 -0.81 -9.69  0.200
H -1.56 -0.75 -5.39  0.069
H -0.40 -2.17 -4.92  0.045
H -1.02 -1.86 -6.58  0.074
H 1.11 -0.36 -5.02  0.092
H 0.05 0.43 -6.32  0.118
C 3.07 3.20 -6.58  -0.040
C 4.21 2.13 -6.85  -0.193
O 4.97 2.00 -5.66  0.008
C 4.43 1.05 -4.76  -0.227
O 3.63 0.12 -5.10  0.107
C 5.16 1.00 -3.44  -0.583
F 4.37 0.47 -2.53  0.169
F 6.34 0.36 -3.47  0.180
F 5.45 2.22 -3.01  0.163
H 2.47 3.16 -5.67  0.065
H 2.44 3.10 -7.45  0.076
H 3.54 4.18 -6.47  0.069
H 4.86 2.40 -7.69  0.129
H 3.70 1.23 -7.18  0.102
C -7.05 -1.35 -1.93  -0.081
C -6.41 -2.65 -1.80  -0.244
O -5.04 -2.39 -2.11  -0.007
C -4.11 -3.40 -2.26  -0.284
O -4.39 -4.61 -2.15  0.123
C -2.68 -2.89 -2.64  -0.468
F -1.92 -3.80 -3.36  0.128
F -2.75 -1.71 -3.24  0.166
F -2.06 -2.74 -1.43  0.118
H -6.93 -0.80 -2.87  0.084
H -6.51 -0.66 -1.29  0.076
H -8.13 -1.27 -1.76  0.093
H -6.85 -3.36 -2.50  0.131
H -6.68 -3.12 -0.86  0.128
Cl 5.05 4.03 2.04  0.544
C 4.20 2.47 2.30  -0.657
C 5.05 1.19 2.19  -0.604
Cl 4.04 -0.25 1.83  0.575
H 3.41 2.38 1.55  0.028
H 3.69 2.51 3.26  0.057
H 5.67 0.93 3.04  0.071
H 5.74 1.41 1.37  0.060
Cl -4.38 1.60 -3.85  0.555
C -4.00 1.49 -2.11  -0.681
C -2.71 2.08 -1.69  -0.661
Cl -2.61 2.19 0.08  0.654
H -4.11 0.43 -1.88  0.052
H -4.76 2.08 -1.58  0.064
H -2.52 3.12 -1.97  0.074
H -1.95 1.37 -2.01  0.063
Cl 4.72 -3.44 -2.35  0.583
C 3.55 -3.49 -1.04  -0.687
C 2.59 -2.28 -1.03  -0.547
Cl 1.48 -2.56 -2.50  0.529
H 4.10 -3.53 -0.10  0.070
H 3.05 -4.46 -1.16  0.050
H 3.15 -1.40 -1.36  0.027
H 1.95 -2.03 -0.18  0.046

highest occupied orbital energy: -10.828 eV
E_tot: -246314.5961 eV
charge: 0



# 3
A cluster of 3 separate species, C6H10O in total, computed with the ωB97M-V functional and the def2-TZVPD basis.

Each line ends with the natural charge from an NBO analysis.
Element x y z (Å)
C 0.68 -1.64 -0.69  -0.540
C 1.64 -1.03 -0.01  0.170
O 1.89 -1.13 1.33  -0.676
H 0.00 -2.35 -0.22  0.191
H 0.52 -1.41 -1.74  0.219
H 2.36 -0.37 -0.48  0.171
H 1.15 -1.59 1.74  0.474
C 0.29 2.37 -0.56  -0.225
C 1.44 2.03 -0.65  -0.243
H -0.72 2.70 -0.49  0.234
H 2.47 1.77 -0.73  0.232
C -1.81 -0.53 0.52  -0.370
C -2.11 0.75 0.32  -0.400
H -1.33 -0.86 1.43  0.183
H -2.02 -1.29 -0.23  0.195
H -2.56 1.08 -0.61  0.194
H -1.89 1.50 1.07  0.194

highest occupied orbital energy: -8.878 eV
E_tot: -8427.2400 eV
structure (SMILES): C=CO.C#C.C=C
charge: 0



Energy above the lowest of the compared OMol25 structures with the same formula, charge and spin values (in eV) by entry order: 2.178, 2.594, 4.000.
F_max values (in eV/Å) by entry order: 1.201, 6.333, 0.612.